No. 1
Here is a 2-piece molecular cluster, C4H10N4 overall in a non-equilibrium geometry from the Open Molecules 2025 dataset. Energies are from the ωB97M-V functional and the def2-TZVPD basis.

## Properties
frontier orbital gap (alpha / beta): 8.448 / 8.447 eV
E: -10268.461 eV
highest occupied orbital energy (alpha / beta): -7.83 / -7.83 eV
relative energy (zero: lowest compared OMol25 entry of this formula, charge and spin): 55.1 kcal/mol

ORCA input file:
```
! RIJCOSX wB97M-V def2-TZVPD def2/J DEFGRID3
* xyz 0 1
N 1.22 1.13 0.23
N 3.06 -0.36 0.32
N 1.08 -1.01 -0.63
N -2.36 1.19 -0.14
C 1.79 0.00 -0.05
C -1.81 -0.87 0.98
C -0.06 -0.71 -1.19
C -1.47 0.29 0.42
H 1.78 1.76 0.79
H -0.37 0.77 0.58
H -1.95 1.94 -0.68
H -0.20 0.23 -1.71
H -0.69 -1.54 -1.49
H 3.35 -1.29 0.10
H -1.05 -1.50 1.43
H -2.83 -1.23 1.00
H -3.22 0.82 -0.52
H 3.72 0.36 0.58
*
```

=====

No. 2
Here is C7H12LaO3 as an isolated structure in a non-equilibrium geometry from the Open Molecules 2025 dataset. Energies are from the ωB97M-V functional and the def2-TZVPD basis.

## Properties
<S²>: 0.78
frontier orbital gap (alpha / beta): 4.558 / 5.105 eV
E: -14396.894 eV
highest occupied orbital energy (alpha / beta): -23.73 / -24.28 eV

ORCA input file:
```
! RIJCOSX wB97M-V def2-TZVPD def2/J DEFGRID3
* xyz 4 2
La 0.69 -0.87 -3.08
O 0.49 -0.64 -0.64
O 0.98 -0.26 1.50
O -0.44 -1.79 1.06
C 0.88 3.48 -1.58
C -1.94 -3.65 1.08
C 0.81 1.88 0.40
C 1.56 0.98 1.20
C -1.12 -2.75 0.20
C 0.34 -0.91 0.56
C -0.23 3.11 -0.71
H -1.75 -2.19 -0.50
H 1.01 4.56 -1.69
H -2.69 -3.08 1.64
H 1.76 2.59 -0.70
H 2.58 0.89 0.76
H -2.45 -4.38 0.45
H -0.34 -3.30 -0.35
H -0.83 2.22 -1.02
H 0.90 2.91 -2.51
H -1.29 -4.19 1.79
H -0.64 3.85 -0.02
H 1.72 1.54 2.15
*
```

=====

No. 3
Here is one molecule with the formula C3H6IO2P in a non-equilibrium geometry from the Open Molecules 2025 dataset. Energies are from the ωB97M-V functional and the def2-TZVPD basis.

## Properties
<S²>: 2.02
frontier orbital gap (alpha / beta): 5.924 / 6.883 eV
E: -24688.242 eV
highest occupied orbital energy (alpha / beta): -5.83 / -9.79 eV
relative energy (zero: lowest compared OMol25 entry of this formula, charge and spin): 22.5 kcal/mol

ORCA input file:
```
! RIJCOSX wB97M-V def2-TZVPD def2/J DEFGRID3
* xyz 0 3
I -3.08 0.84 -0.32
P 0.04 -0.35 0.88
O -1.86 -1.76 -0.94
O 0.85 0.67 -0.16
C 0.62 2.07 0.02
C -1.69 -0.77 -0.32
C 0.85 -1.84 0.23
H 1.80 -1.57 0.08
H 1.43 2.57 -0.23
H -0.13 2.49 -0.69
H 0.29 2.28 1.05
H 0.22 -2.09 -0.67
H 0.67 -2.53 1.08
*
```

=====

No. 4
Here is one molecule with the formula C3H8FN3S in a non-equilibrium geometry from the Open Molecules 2025 dataset. Energies are from the ωB97M-V functional and the def2-TZVPD basis.

## Properties
frontier orbital gap: 9.604 eV
E: -21261.450 eV
highest occupied orbital energy: -8.81 eV
relative energy (zero: lowest compared OMol25 entry of this formula, charge and spin): 20.0 kcal/mol

ORCA input file:
```
! RIJCOSX wB97M-V def2-TZVPD def2/J DEFGRID3
* xyz 0 1
S 2.03 -1.02 -0.54
F 2.16 1.90 -0.25
N -1.10 1.09 -0.34
N 0.45 -0.70 -0.17
N -2.16 0.23 -0.65
C -0.21 -1.62 0.80
C 1.00 1.76 0.47
C 0.06 0.64 -0.04
H 0.08 -2.62 0.48
H 0.12 -1.52 1.84
H -2.77 0.82 -1.29
H -1.34 -1.53 0.76
H 0.36 2.60 0.31
H 1.91 -1.17 -1.85
H 1.21 1.73 1.56
H -1.79 -0.58 -1.11
*
```

=====

No. 5
Here is C4H7ClO as an isolated structure in a non-equilibrium geometry from the Open Molecules 2025 dataset. Energies are from the ωB97M-V functional and the def2-TZVPD basis.

## Properties
frontier orbital gap: 10.050 eV
E: -18829.668 eV
highest occupied orbital energy: -9.28 eV
relative energy (zero: lowest compared OMol25 entry of this formula, charge and spin): 42.9 kcal/mol

ORCA input file:
```
! RIJCOSX wB97M-V def2-TZVPD def2/J DEFGRID3
* xyz 0 1
Cl 2.97 0.75 -0.19
O 2.09 -1.59 0.32
C 1.78 -0.50 0.02
C -0.11 0.13 -0.43
C -1.08 -1.05 -0.26
C -0.35 1.36 0.43
H -1.93 -0.83 0.32
H 0.23 0.25 -1.42
H -0.51 1.11 1.49
H -1.31 1.71 0.18
H -0.68 -1.93 0.25
H -1.52 -1.37 -1.16
H 0.43 1.98 0.45
*
```

=====

No. 6
Here is a 2-piece molecular cluster, C5H13NO overall in a non-equilibrium geometry from the Open Molecules 2025 dataset. Energies are from the ωB97M-V functional and the def2-TZVPD basis.

## Properties
frontier orbital gap: 8.717 eV
E: -8931.522 eV
highest occupied orbital energy: -7.78 eV
relative energy (zero: lowest compared OMol25 entry of this formula, charge and spin): 57.4 kcal/mol

ORCA input file:
```
! RIJCOSX wB97M-V def2-TZVPD def2/J DEFGRID3
* xyz 0 1
O -1.47 6.43 -0.11
N 0.65 -0.35 -1.69
C 0.45 -1.37 -0.72
C -0.27 -1.13 0.41
C -0.36 -2.17 1.61
C 1.48 -2.53 -0.92
C -0.87 0.30 0.60
H 1.58 -3.24 -0.05
H -0.79 6.90 -0.64
H -0.50 0.93 -0.26
H 0.84 0.58 -1.32
H 2.38 -2.06 -1.16
H -1.39 -2.16 1.86
H 1.50 -0.48 -2.17
H -0.61 0.73 1.70
H -2.01 7.19 0.28
H -1.97 0.30 0.58
H 0.03 -3.13 1.34
H 0.35 -1.89 2.51
H 0.98 -2.84 -1.85
*
```

=====

No. 7
Here is one molecule with the formula C20H23N3O5S in a non-equilibrium geometry from the Open Molecules 2025 dataset. Energies are from the ωB97M-V functional and the def2-TZVPD basis.

## Properties
frontier orbital gap: 9.081 eV
E: -46656.358 eV
highest occupied orbital energy: -9.07 eV
relative energy (zero: lowest compared OMol25 entry of this formula, charge and spin): 38.8 kcal/mol

ORCA input file:
```
! RIJCOSX wB97M-V def2-TZVPD def2/J DEFGRID3
* xyz 0 1
S -4.86 -1.52 0.58
O -5.54 -1.37 1.83
O 5.18 1.79 0.29
O -4.15 -2.74 0.32
O -1.70 4.23 -0.80
O 5.99 -2.90 -0.19
N 4.84 -0.34 -0.36
N -6.00 -1.33 -0.63
N 0.13 3.07 -0.22
C 4.43 0.83 0.17
C 4.04 -1.52 -0.60
C -2.62 -0.31 -0.44
C 4.65 -2.70 0.17
C 3.00 0.93 0.59
C -5.50 -1.53 -1.96
C -3.21 2.16 0.70
C -2.07 2.00 -0.08
C 2.50 0.17 1.64
C 0.39 1.33 1.48
C -1.22 3.20 -0.38
C 1.20 0.38 2.08
C -4.04 1.08 0.94
C 0.88 2.08 0.41
C -1.78 0.77 -0.66
C 6.24 -0.54 -0.70
C -3.73 -0.15 0.36
C -6.89 -0.21 -0.46
C 6.77 -1.75 0.08
C 2.19 1.88 -0.01
H 6.76 -1.53 1.15
H -7.80 -0.38 -1.04
H 4.07 -1.74 -1.68
H -6.43 0.73 -0.78
H 0.66 3.85 -0.59
H -2.42 -1.28 -0.86
H 2.60 2.49 -0.81
H 7.79 -1.99 -0.23
H 0.81 -0.19 2.91
H 6.33 -0.72 -1.77
H -6.33 -1.77 -2.63
H -0.90 0.65 -1.28
H 3.01 -1.35 -0.30
H 4.57 -2.51 1.25
H 6.79 0.37 -0.43
H -4.81 -2.38 -1.93
H -3.43 3.13 1.12
H -4.97 -0.65 -2.35
H 3.13 -0.55 2.14
H -0.60 1.50 1.85
H -4.91 1.16 1.57
H -7.14 -0.16 0.60
H 4.12 -3.63 -0.08
*
```

=====

No. 8
Here is an isolated ion of composition C2H8N3 and charge +1 in a non-equilibrium geometry from the Open Molecules 2025 dataset. Energies are from the ωB97M-V functional and the def2-TZVPD basis.

## Properties
frontier orbital gap: 10.099 eV
E: -6664.049 eV
highest occupied orbital energy: -15.39 eV
relative energy (zero: lowest compared OMol25 entry of this formula, charge and spin): 105.6 kcal/mol

ORCA input file:
```
! RIJCOSX wB97M-V def2-TZVPD def2/J DEFGRID3
* xyz 1 1
N -0.18 0.97 -0.28
N 0.78 0.22 0.24
N 1.75 0.58 0.93
C 0.60 -1.24 0.30
C -1.38 0.31 -0.77
H -2.27 0.58 -0.16
H 0.31 -1.48 1.33
H -1.16 -0.72 -0.80
H -0.06 -1.70 -0.41
H -1.66 0.70 -1.80
H 1.60 -1.72 0.27
H -0.17 1.97 -0.04
H 1.85 1.51 1.20
*
```

=====

> Among the records above, which one has the lowest E?

C20H23N3O5S

=====

> Which value of E does entry 1 give?

-10268.461 eV

=====

> Which value of E does entry 7 give?

-46656.358 eV

=====

> What is the E in the second record?

-14396.894 eV